This record from the Open Molecules 2025 dataset describes the molecule C3H4ClNO3 in a non-equilibrium geometry. The level of theory is ωB97M-V/def2-TZVPD.

SMILES: C[C@@H]1O[C@@]1(Cl)[N+](=O)[O-]
HOMO level (eV): -11.06
Frontier orbital gap (eV): 10.9
Molecular weight (g mol⁻¹): 137.5
ΔE to the lowest compared entry with this formula, charge and spin (kcal per mole): 71.3

```
! RIJCOSX wB97M-V def2-TZVPD def2/J DEFGRID3
* xyz 0 1
C -1.7220 -0.4246 -0.2287
C -0.4304 0.2214 -0.5212
O 0.6181 -0.4898 -1.2026
C 0.8121 -0.2771 0.1504
Cl 0.8997 -1.6422 1.1832
N 1.8472 0.7073 0.5462
O 1.6194 1.8128 0.0613
O 2.7433 0.4088 1.2611
H -2.0010 -0.3967 0.8821
H -1.6266 -1.4406 -0.6316
H -2.5232 0.2782 -0.7300
H -0.2368 1.2425 -0.7701
*
```

Mulliken atomic charge list, values in e, 2 entries:
1. C -1.129
2. C -0.051

***

This record from the Open Molecules 2025 dataset describes a cluster of 2 separate species, C9H14O in total in a non-equilibrium geometry. The level of theory is ωB97M-V/def2-TZVPD.

SMILES: Cc1ccc(O)cc1.CC
HOMO level (eV): -8.36
Frontier orbital gap (eV): 9.2
Molecular weight (g mol⁻¹): 138.2
ΔE to the lowest compared entry with this formula, charge and spin (kcal per mole): 59.5

```
! RIJCOSX wB97M-V def2-TZVPD def2/J DEFGRID3
* xyz 0 1
C -2.4158 -0.5439 0.5787
C -1.0552 -0.1220 1.0883
C -0.1576 -0.9626 1.7286
C 1.1180 -0.4130 2.2375
C 1.3596 0.8907 1.9042
O 2.4850 1.5382 2.2597
C 0.4494 1.6734 1.0701
C -0.8461 1.3305 0.7879
H -2.8201 0.4780 0.2581
H -3.0045 -1.0258 1.4165
H -2.4153 -1.1047 -0.3554
H -0.6550 -1.9103 2.0817
H 2.0104 -1.0650 2.4327
H 2.2476 2.5225 2.3862
H 0.9677 2.6643 0.9060
H -1.4570 1.9423 0.1158
C -0.2242 -0.7332 -2.6094
C 1.2412 -0.8565 -2.5702
H -0.7541 -0.9106 -1.6355
H -0.4842 0.3403 -2.8853
H -0.5350 -1.3818 -3.4072
H 1.5066 -1.8620 -2.8451
H 1.6539 -0.0761 -3.3625
H 1.7847 -0.4127 -1.5815
*
```

Mulliken atomic charge list, values in e, 2 entries:
1. C -1.086
2. C 0.879

***

This record from the Open Molecules 2025 dataset describes a structure of composition C28H35CoN4O2S2. The level of theory is ωB97M-V/def2-TZVPD.

HOMO level (alpha / beta) (eV): -10.33 / -10.40
Frontier orbital gap (alpha / beta) (eV): 6.8 / 7.1
Molecular weight (g mol⁻¹): 582.7
ΔE to the lowest compared entry with this formula, charge and spin (kcal per mole): 15.7
⟨S²⟩: 0.777

```
! RIJCOSX wB97M-V def2-TZVPD def2/J DEFGRID3
* xyz 1 2
Co 0.2182 0.5923 -0.4537
C -0.3271 -5.6296 -3.4875
C -1.5031 -4.8832 -2.8589
C -2.5529 -4.6064 -3.9459
C -2.1164 -5.7611 -1.7575
C -1.0776 -3.5563 -2.2469
C -2.0214 -2.7344 -1.6269
C -1.6365 -1.5282 -1.0886
N -0.3722 -1.0978 -1.1380
C 0.5599 -1.8717 -1.7139
C 0.2354 -3.0976 -2.2700
C 1.9205 -1.2903 -1.7035
C 3.0345 -1.8897 -2.2536
C 4.2798 -1.2606 -2.1859
C 4.3248 -0.0258 -1.5473
C 3.1682 0.5174 -1.0156
N 1.9934 -0.0973 -1.0874
C 5.5016 -1.9255 -2.8060
C 5.2547 -2.1010 -4.3121
C 5.7074 -3.2999 -2.1521
C 6.7673 -1.0921 -2.6086
H -0.6841 -6.5681 -3.9111
H 0.4406 -5.8753 -2.7501
H 0.1317 -5.0584 -4.2978
H -2.8469 -5.5448 -4.4177
H -2.1543 -3.9475 -4.7198
H -3.4510 -4.1439 -3.5348
H -2.3960 -6.7293 -2.1747
H -3.0135 -5.3107 -1.3310
H -1.4043 -5.9327 -0.9481
H -3.0597 -3.0264 -1.5575
H -2.3472 -0.8740 -0.5986
H 1.0091 -3.6961 -2.7252
H 2.9453 -2.8510 -2.7388
H 5.2462 0.5301 -1.4611
H 3.1706 1.4868 -0.5319
H 4.3914 -2.7378 -4.5122
H 6.1260 -2.5665 -4.7745
H 5.0857 -1.1379 -4.7972
H 4.8542 -3.9611 -2.3117
H 5.8662 -3.2039 -1.0763
H 6.5855 -3.7823 -2.5831
H 6.6868 -0.1117 -3.0822
H 7.6117 -1.6080 -3.0661
H 7.0010 -0.9525 -1.5511
O -5.4581 5.2774 -3.5322
C -4.7850 5.5533 -2.3919
O -5.1632 6.4179 -1.6574
C -3.5660 4.7277 -2.1212
C -3.2613 4.4292 -0.7978
C -2.0980 3.7486 -0.4904
C -1.2020 3.3775 -1.4933
S 0.3928 2.6801 -1.1524
C -1.5201 3.6570 -2.8193
C -2.6960 4.3254 -3.1274
H -5.0833 4.4991 -3.9613
H -3.9433 4.7448 -0.0191
H -1.8791 3.5049 0.5413
H -0.8341 3.3684 -3.6041
H -2.9080 4.5607 -4.1646
S -0.1318 0.2748 1.8187
C 0.8080 1.6372 2.2792
N 2.1054 1.5967 2.5682
C 2.6346 2.9061 2.9582
C 1.4166 3.8294 2.7281
N 0.3510 2.8690 2.4404
H 2.5910 0.7217 2.6639
H 3.4746 3.1820 2.3244
H 2.9656 2.9010 3.9955
H 1.5661 4.4943 1.8780
H 1.1723 4.4217 3.6063
H -0.5563 3.1261 2.0923
*
```

Mulliken atomic charge list, values in e, 2 entries:
1. Co -0.050
2. C -2.132

***

This record from the Open Molecules 2025 dataset describes the ion C3H3N2OS with charge +1 in a non-equilibrium geometry. The level of theory is ωB97M-V/def2-TZVPD.

HOMO level (alpha / beta) (eV): -14.31 / -16.27
Frontier orbital gap (alpha / beta) (eV): 8.3 / 7.9
Molecular weight (g mol⁻¹): 115.1
ΔE to the lowest compared entry with this formula, charge and spin (kcal per mole): 68.8
⟨S²⟩: 2.035

```
! RIJCOSX wB97M-V def2-TZVPD def2/J DEFGRID3
* xyz 1 3
C 0.4822 0.9285 0.3998
C -1.5453 -0.6047 -0.1731
C 0.6294 -0.2999 -0.5913
N -0.5710 1.6742 0.5757
N -0.3436 -1.1672 -0.0055
O -0.0487 -2.0480 0.7349
S -2.1958 0.8800 -0.0723
H 1.4107 1.1567 0.8893
H 0.5454 0.0959 -1.5728
H 1.6367 -0.6154 -0.1848
*
```

Mulliken atomic charge list, values in e, 2 entries:
1. C 0.087
2. C 0.309

***

This record from the Open Molecules 2025 dataset describes a cluster of 3 separate species, C2H2ClINO2 in total in a non-equilibrium geometry. The level of theory is ωB97M-V/def2-TZVPD.

HOMO level (eV): -3.26
Frontier orbital gap (eV): 3.2
Molecular weight (g mol⁻¹): 234.4
ΔE to the lowest compared entry with this formula, charge and spin (kcal per mole): 31.4

```
! RIJCOSX wB97M-V def2-TZVPD def2/J DEFGRID3
* xyz -1 1
C 1.3442 -1.8079 -0.5666
C 0.8978 0.8685 1.6453
N 1.3532 -0.9281 -1.3772
O 1.3792 1.6431 2.4245
O 1.5313 -2.6796 0.1916
Cl -0.1131 -0.0055 -1.9786
I -7.7144 1.9309 -2.8515
H 1.2422 -0.1699 1.5484
H 0.0796 1.1484 0.9641
*
```

Mulliken atomic charge list, values in e, 2 entries:
1. C 0.660
2. C 0.152

***

This record from the Open Molecules 2025 dataset describes a structure of composition C18H19F4N2OPd in a non-equilibrium geometry. The level of theory is ωB97M-V/def2-TZVPD.

HOMO level (alpha / beta) (eV): -11.11 / -11.11
Frontier orbital gap (alpha / beta) (eV): 7.2 / 7.2
Molecular weight (g mol⁻¹): 461.8

```
! RIJCOSX wB97M-V def2-TZVPD def2/J DEFGRID3
* xyz 1 1
Pd -0.9153 -0.0763 0.4551
C -3.3771 0.1907 -1.0440
N -2.8890 0.2396 0.3543
C -3.6064 -0.7819 1.1579
C -3.0822 1.6094 0.9600
C -2.0208 2.5012 0.4064
N -0.7780 1.8223 0.7163
C 0.4879 2.3181 0.3635
C 1.5624 1.5478 0.7856
F 1.2422 0.3794 1.4439
C 2.8801 1.8929 0.5741
F 3.8512 1.0744 1.0071
C 3.1996 3.0603 -0.0791
C 2.1509 3.8448 -0.5100
F 2.4050 4.9821 -1.1543
C 0.8179 3.4789 -0.3169
F -0.1505 4.2896 -0.7931
H -4.4445 0.4073 -1.0569
H -3.2033 -0.8069 -1.4449
H -2.8507 0.9188 -1.6566
H -4.6771 -0.5784 1.1250
H -3.2582 -0.7452 2.1882
H -3.4077 -1.7691 0.7455
H -2.9603 1.5113 2.0392
H -4.0918 1.9745 0.7632
H -2.0622 3.4869 0.8762
H -2.1651 2.6612 -0.6715
H 4.2229 3.3492 -0.2509
C -0.2412 -4.3877 0.2027
C -0.0745 -2.9137 0.0718
O -1.0406 -2.1762 0.3297
C 1.2249 -2.3597 -0.3287
C 1.2941 -1.1360 -1.0132
C 2.5221 -0.6013 -1.3710
C 3.6864 -1.2758 -1.0416
C 3.6294 -2.4901 -0.3746
C 2.4103 -3.0438 -0.0356
H -1.2948 -4.6306 0.3161
H 0.2951 -4.7275 1.0912
H 0.1878 -4.9050 -0.6526
H 0.3845 -0.6072 -1.3047
H 2.5678 0.3318 -1.9150
H 4.6448 -0.8572 -1.3146
H 4.5432 -3.0085 -0.1200
H 2.3808 -3.9942 0.4766
*
```

Mulliken atomic charge list, values in e, 2 entries:
1. Pd 0.788
2. C -0.967